[1]
A structure of composition C15H19N3OS2 in a non-equilibrium geometry, computed with wB97M-V/def2-TZVPD.

XYZ file:
```
40
Properties=species:S:1:pos:R:3:forces:R:3
C 4.121 -4.263 -3.906 -4.9404 -0.6696 0.9155
C 3.516 -3.045 -3.026 2.4989 -4.2858 -1.3657
C 2.101 -2.728 -3.153 7.6207 -0.0824 2.6042
C 1.712 -1.769 -2.323 -1.6918 1.0131 -0.3788
C 2.701 -0.954 -1.428 -3.5793 -4.4942 -3.1001
C 3.966 -1.477 -1.406 -0.0668 0.6683 -0.0575
C 4.507 -2.589 -2.141 -6.1671 3.4204 -0.2755
H 5.519 -2.545 -2.284 2.3448 -1.0686 -0.2560
H 4.582 -0.805 -0.880 1.3135 0.2612 0.9726
H 2.131 -0.297 -0.842 0.4384 1.4116 0.9405
N 0.239 -1.642 -2.642 3.0451 3.8701 3.7004
C -0.359 -0.639 -1.999 -0.8113 2.0569 3.8465
N 0.149 0.323 -0.863 -3.6963 -2.8158 -4.2403
N -1.057 0.963 -0.530 13.3135 2.3052 5.5519
C -2.068 0.850 -1.035 -8.8651 -3.4391 -5.0313
S -3.571 1.449 -0.577 -1.6134 2.4689 1.3770
C -2.915 2.782 0.765 -3.7316 -0.2047 -4.1365
C -3.198 2.259 2.104 -5.9860 7.9379 -4.6204
C -2.599 1.152 2.350 7.1097 -13.2035 3.6743
C -2.295 0.895 3.900 -0.6694 12.3018 -4.4364
C -1.226 2.203 4.225 -1.4602 -5.4138 6.7038
C -1.605 3.168 3.312 -0.7314 10.0279 -0.1643
O -2.991 3.347 2.867 3.8087 0.8925 4.1941
H -0.927 3.179 2.527 0.7821 -0.0589 -2.2016
H -1.447 4.495 3.702 0.0507 -4.0287 -0.6304
H -1.504 2.469 5.358 0.6716 -0.3150 -2.3411
H -0.132 1.858 4.297 -1.6685 0.6926 -0.7770
H -1.942 0.088 4.090 4.7570 -9.8638 1.9135
H -3.159 1.006 4.443 -2.0683 0.6616 1.3407
H -3.097 0.153 2.153 -0.0573 1.5157 -0.7386
H -1.591 1.056 1.776 -1.5109 0.0582 1.1164
H -4.226 2.288 2.141 -2.9582 -1.3055 -0.0699
H -1.980 2.935 0.401 3.2543 -0.0373 -0.2376
H -3.420 3.736 0.486 -0.2746 -0.8942 0.5596
S -2.082 -0.584 -2.133 0.1635 0.3650 -0.9227
H -0.331 -2.191 -3.235 0.3142 -0.9146 -0.6717
H 1.645 -3.226 -3.892 -2.2590 -1.5463 -2.3044
H 4.931 -4.074 -4.436 3.8769 2.0936 -2.4264
H 3.421 -4.631 -4.705 0.1259 0.4493 0.7671
H 4.479 -5.194 -3.462 -0.6822 0.1701 1.2061
```
Forces are in eV/Å.

Computed properties:
- maximum force (eV/A) = 15.440
- net charge = 0
- energy relative to the best compared isomer or geometry (same formula, charge and spin) (kJ/mol) = 1213.0
- 2S+1 = 1
- LUMO energy (eV) = 0.28
- HOMO level (eV) = -7.925

Atomic partial charges in e from the natural (NBO) method, atoms 1 to 2: -0.643 0.082

[2]
A cluster of 5 separate species, C3H16O4S in total in a non-equilibrium geometry, computed with wB97M-V/def2-TZVPD.

XYZ file:
```
24
Properties=species:S:1:pos:R:3:forces:R:3
C 0.981 1.486 1.395 0.5558 1.3304 0.2215
C -0.487 1.378 1.074 -1.1224 -0.0187 -0.7703
S -1.155 2.836 0.106 0.6383 -0.2012 0.4950
C -2.910 2.631 0.486 0.0524 0.5096 0.7185
H 1.173 2.058 2.313 -0.2922 -0.0061 -0.0578
H 1.468 2.075 0.613 0.0944 -0.2127 -0.0928
H 1.565 0.580 1.510 -0.4522 -0.4610 -0.1393
H -1.168 1.347 1.921 0.4068 -0.2046 0.3409
H -0.721 0.520 0.441 0.2557 -0.1219 0.1317
H -3.020 1.910 1.295 -0.0800 -0.5029 -0.4365
H -3.318 3.530 0.966 0.1188 0.1581 -0.5398
H -3.456 2.385 -0.418 -0.2221 -0.2264 0.1652
H 0.068 -3.218 -1.903 0.1092 0.8710 -0.3279
H -0.079 -4.710 -1.801 0.0544 -0.0969 0.1521
O 0.265 -3.951 -1.318 -0.0288 -0.4450 0.1141
H 1.168 -3.263 1.894 -0.5146 0.2749 0.4409
H 0.569 -3.286 0.579 -0.9067 0.0353 -0.2799
O 0.306 -3.056 1.490 1.3873 -0.3401 -0.2020
H 1.112 -0.697 -3.331 0.0069 -0.4634 0.2013
H -0.338 -0.463 -3.203 -0.4085 -0.1125 0.1452
O 0.296 -1.196 -3.112 0.3467 0.3251 -0.1987
H 3.487 -0.416 0.627 -0.1767 -0.4580 -0.2912
H 2.237 -1.267 0.404 -0.1837 -0.0085 -0.1807
O 3.194 -1.280 0.287 0.3612 0.3758 0.3904
```
Forces are in eV/Å.

Computed properties:
- maximum force (eV/A) = 1.459
- net charge = -1
- <S²> = 0.751
- energy relative to the best compared isomer or geometry (same formula, charge and spin) (kJ/mol) = 109.7
- 2S+1 = 2
- LUMO energy (spin up / spin down) (eV) = 3.15 / 3.22
- HOMO level (spin up / spin down) (eV) = 0.703 / -5.617

Atomic partial charges in e from the natural (NBO) method, atoms 1 to 2: -0.685 -0.526

no.,E (Eh)
1,-1618.41345
2,-822.99194